Entry 1:
ORCA calculation (ωB97M-V with the def2-TZVPD basis set) on 2 unconnected molecules or ions with the total composition C5H7Cl3O4.

Output
- SMILES string = O=CC[C@H](O)OC=O.ClC(Cl)Cl
- HOMO-LUMO gap (eV) = 10.81
- E (eV) = -51054.585
- LUMO (Ha) = 0.007

Each line ends with the Löwdin charge.
CARTESIAN COORDINATES (ANGSTROEM)
O1 2.64933 -2.79525 0.21149  0.065
C1 1.61151 -2.21233 0.41923  -0.259
C2 1.02771 -1.15359 -0.49129  -0.065
C3 1.03374 0.22404 0.21298  -0.386
O2 -0.21571 0.84740 0.24190  0.011
O3 1.88887 1.15861 -0.45127  0.042
C4 3.19505 0.83948 -0.52978  -0.333
O4 3.98216 1.54770 -1.08842  0.103
H1 1.03061 -2.41890 1.34280  0.134
H2 1.57101 -1.13139 -1.43966  0.136
H3 -0.00809 -1.44572 -0.71614  0.125
H4 1.38565 0.11321 1.25225  0.158
H5 -0.90139 0.23761 -0.05193  0.023
H6 3.50450 -0.03745 0.06600  0.151
Cl1 -3.74734 2.51609 1.21421  0.547
C5 -4.45209 1.22851 0.24628  -1.543
Cl2 -4.68337 1.73578 -1.42350  0.537
Cl3 -3.45294 -0.23280 0.32317  0.543
H7 -5.41921 0.97901 0.66166  0.011

Entry 2:
ORCA calculation (ωB97M-V with the def2-TZVPD basis set) on 2 unconnected molecules or ions with the total composition C5H7ClF2.

Output
- SMILES string = CCC(F)F.C#CCl
- HOMO-LUMO gap (eV) = 11.20
- E (eV) = -23252.644
- relative energy (zero: lowest compared OMol25 entry of this formula, charge and spin) (kJ/mol) = 240.1
- LUMO (Ha) = 0.023

Each line ends with the Löwdin charge.
CARTESIAN COORDINATES (ANGSTROEM)
C1 0.94317 0.18728 0.58619  -0.078
C2 -0.02077 -0.45727 -0.42127  -0.145
C3 -0.34627 -2.00408 -0.25357  -0.332
F1 -0.57389 -2.28735 1.07571  0.019
F2 0.76282 -2.75553 -0.40571  0.048
H1 1.82774 -0.40771 0.58966  0.059
H2 1.20541 1.21614 0.11465  0.109
H3 0.46528 0.30389 1.55103  0.069
H4 0.37483 -0.30644 -1.31718  0.059
H5 -0.94324 0.05200 -0.33993  0.059
H6 -1.09180 -2.42696 -0.76780  0.102
C4 -3.09270 1.89996 0.34232  0.030
C5 -3.50318 0.80964 0.07316  -0.694
Cl1 -4.07333 -0.73671 -0.20188  0.684
H7 -2.36619 2.61684 0.22888  0.012

Entry 3:
ORCA calculation (ωB97M-V with the def2-TZVPD basis set) on a single C5H7ClN2 molecule.

Output
- SMILES string = N#C[C@H](Cl)CN1CC1
- HOMO-LUMO gap (eV) = 10.79
- E (eV) = -20799.439
- relative energy (zero: lowest compared OMol25 entry of this formula, charge and spin) (kJ/mol) = 176.5
- LUMO (Ha) = 0.030

Each line ends with the Löwdin charge.
CARTESIAN COORDINATES (ANGSTROEM)
N1 -3.80914 -0.95842 -0.23516  0.164
C1 -2.83906 -0.42676 0.08166  -0.261
C2 -1.58109 0.21962 0.50468  -0.644
Cl1 -1.60891 1.94251 -0.01522  0.635
C3 -0.38169 -0.52923 -0.07054  -0.261
N2 0.83754 -0.04623 0.55008  -0.132
C4 2.07098 -0.47479 -0.08298  -0.142
C5 1.60459 0.92757 -0.20806  -0.164
H1 -1.49630 0.23321 1.60024  0.115
H2 -0.48490 -1.59122 0.21846  0.141
H3 -0.40424 -0.44732 -1.14874  0.118
H4 1.98495 -1.08636 -0.98487  0.109
H5 2.88643 -0.72410 0.60789  0.109
H6 1.17730 1.26148 -1.20336  0.120
H7 2.04354 1.70006 0.38592  0.093

Entry 4:
ORCA calculation (ωB97M-V with the def2-TZVPD basis set) on a single C5H7ClN2O molecule.

Output
- SMILES string = CO/N=C/C=C\N=C/Cl
- HOMO-LUMO gap (eV) = 9.33
- E (eV) = -22843.976
- relative energy (zero: lowest compared OMol25 entry of this formula, charge and spin) (kJ/mol) = 417.5
- LUMO (Ha) = 0.018

Each line ends with the Löwdin charge.
CARTESIAN COORDINATES (ANGSTROEM)
C1 -2.19268 1.07806 0.13710  -0.133
O1 -1.58599 -0.13436 -0.04959  -0.169
N1 -0.21372 -0.03687 0.19000  -0.047
C2 0.22584 -1.05702 0.81648  -0.132
C3 1.58948 -1.51153 0.87146  -0.059
C4 2.39459 -1.13905 -0.18561  -0.181
N2 2.05671 -0.26112 -1.11529  0.007
C5 1.42411 0.78327 -0.79062  -0.582
Cl1 1.84086 1.83648 0.60719  0.584
H1 -2.29858 1.47856 1.13952  0.069
H2 -3.13980 0.98782 -0.46315  0.105
H3 -1.37003 1.90035 -0.24764  0.123
H4 -0.52737 -1.69867 1.20470  0.123
H5 1.60125 -2.40233 1.43451  0.083
H6 3.14442 -1.86667 -0.29690  0.096
H7 0.94358 1.43680 -1.60707  0.114

Entry 5:
ORCA calculation (ωB97M-V with the def2-TZVPD basis set) on a single C5H7ClN2OS molecule.

Output
- SMILES string = CS[C@@]1(Cl)N=CCC(=O)N1
- HOMO-LUMO gap (eV) = 8.65
- E (eV) = -33683.341
- relative energy (zero: lowest compared OMol25 entry of this formula, charge and spin) (kJ/mol) = 38.7
- LUMO (Ha) = -0.005

Each line ends with the Löwdin charge.
CARTESIAN COORDINATES (ANGSTROEM)
C1 -0.65747 -1.69575 2.56965  -0.494
S1 0.19196 -1.89584 0.99217  0.688
C2 -0.70177 -0.21825 -0.11117  -0.998
Cl1 -2.43559 -0.41166 0.13715  0.669
N1 -0.21186 0.86813 0.57621  0.013
C3 0.62043 1.64381 0.02266  -0.111
C4 1.11660 1.54217 -1.37784  -0.047
C5 0.58101 0.33568 -2.12743  -0.470
O1 0.90042 0.05716 -3.25436  0.090
N2 -0.33756 -0.41051 -1.44048  0.061
H1 -1.63187 -2.17817 2.52556  0.013
H2 -0.75032 -0.63402 2.78116  0.019
H3 -0.03249 -2.17498 3.32079  0.023
H4 0.99291 2.46005 0.62989  0.120
H5 0.83601 2.44051 -1.94185  0.139
H6 2.21039 1.50598 -1.38943  0.136
H7 -0.69080 -1.23430 -1.91269  0.150

Entry 6:
ORCA calculation (ωB97M-V with the def2-TZVPD basis set) on a gas-phase ion, C5H7ClN3O3 (charge +1).

Output
- SMILES string = C/C(O)=[N+](/N/C=C\N=O)C(=O)Cl
- HOMO-LUMO gap (eV) = 8.15
- E (eV) = -28421.667
- relative energy (zero: lowest compared OMol25 entry of this formula, charge and spin) (kJ/mol) = 169.3
- LUMO (Ha) = -0.179
- charge = +1

Each line ends with the Löwdin charge.
CARTESIAN COORDINATES (ANGSTROEM)
C1 -0.78208 -1.38780 -0.97203  0.000
C2 -0.93238 -0.31419 -0.06671  -0.220
O1 -1.51111 0.86685 -0.43272  0.149
N1 -0.46670 -0.35175 1.29472  -0.033
N2 0.21224 0.74513 1.73166  0.040
C3 1.36422 1.26953 1.40706  0.041
C4 2.02802 0.88113 0.18209  -0.043
N3 1.20255 0.25508 -0.57939  -0.138
O2 1.37795 -0.25671 -1.64070  0.036
C5 -0.73339 -1.50947 2.05487  -0.825
O3 -1.42274 -2.37222 1.64222  0.130
Cl1 0.01036 -1.39000 3.59441  0.845
H1 -0.26651 -2.21920 -0.58731  0.099
H2 -0.33081 -0.97881 -1.89775  0.119
H3 -1.72295 -1.82160 -1.48890  0.175
H4 -1.92716 0.88617 -1.31240  0.161
H5 -0.09520 1.05981 2.68006  0.174
H6 1.77602 1.93959 2.11428  0.141
H7 3.06857 1.25876 0.04437  0.149

Entry 7:
ORCA calculation (ωB97M-V with the def2-TZVPD basis set) on a molecular structure, C5H7ClN4.

Output
- HOMO-LUMO gap (spin up / spin down) (eV) = 6.39 / 7.27
- E (eV) = -23773.859
- relative energy (zero: lowest compared OMol25 entry of this formula, charge and spin) (kJ/mol) = 0.0
- LUMO (spin up / spin down) (Ha) = 0.027 / -0.108
- 2S+1 = 3

Each line ends with the Löwdin spin population.
CARTESIAN COORDINATES (ANGSTROEM)
C1 -0.14501 3.20377 -0.76280  0.030
C2 -0.10624 1.87936 -0.54242  0.055
C3 0.56829 0.74484 0.20327  0.036
C4 -0.54631 -0.32559 0.43551  0.536
C5 -0.13792 -1.68737 0.34338  0.061
N1 -1.12616 3.41335 -1.68900  0.096
N2 -1.76469 2.30905 -1.96242  0.006
N3 -1.15962 1.39508 -1.23829  0.113
N4 -1.51681 0.05721 -1.17470  0.846
Cl1 -1.50671 0.12784 1.78857  0.132
H1 0.66853 3.91533 -0.71248  0.002
H2 1.44214 0.42682 -0.49570  0.003
H3 0.96547 0.97091 1.21422  0.013
H4 0.32465 -2.06477 1.30263  0.029
H5 0.54256 -1.89842 -0.53388  0.002
H6 -0.99098 -2.40266 0.35379  0.015
H7 -2.54002 0.14013 -0.85054  0.025

Entry 8:
ORCA calculation (ωB97M-V with the def2-TZVPD basis set) on a molecular structure, C5H7ClO.

Output
- HOMO-LUMO gap (eV) = 11.11
- E (eV) = -19867.105
- relative energy (zero: lowest compared OMol25 entry of this formula, charge and spin) (kJ/mol) = 81.8
- LUMO (Ha) = 0.037

Each line ends with the Löwdin charge.
CARTESIAN COORDINATES (ANGSTROEM)
C1 1.24128 -0.00238 -0.38121  -0.577
C2 0.36308 -0.96603 0.44693  -0.295
C3 -1.01967 -0.77637 -0.20591  -0.116
C4 -1.01726 0.78222 -0.22169  -0.113
C5 0.36810 0.98186 0.41725  -0.312
H1 1.16625 -0.03418 -1.46152  0.103
H2 0.69199 -1.94994 0.76003  0.148
H3 -1.09298 -1.24709 -1.18496  0.110
H4 -1.80743 -1.20725 0.42387  0.115
H5 -1.82345 1.19946 0.39944  0.117
H6 -1.07178 1.19566 -1.24410  0.117
H7 0.70018 1.99148 0.69040  0.155
O1 0.34110 0.03091 1.49797  -0.078
Cl1 2.96060 0.00164 0.06350  0.626

Entry 9:
ORCA calculation (ωB97M-V with the def2-TZVPD basis set) on 2 unconnected molecules or ions with the total composition C5H7ClO.

Output
- HOMO-LUMO gap (eV) = 10.07
- E (eV) = -19865.130
- relative energy (zero: lowest compared OMol25 entry of this formula, charge and spin) (kJ/mol) = 272.3
- LUMO (Ha) = 0.005

Each line ends with the Löwdin charge.
CARTESIAN COORDINATES (ANGSTROEM)
C1 1.43613 0.34696 0.78960  -0.199
C2 1.20554 -0.89049 1.16801  -0.019
C3 0.65960 0.79762 -0.47057  -0.190
C4 -0.55752 -0.01804 -0.96712  -0.276
C5 -1.72625 -0.37547 -0.17928  -0.740
O1 -1.89333 -1.26173 0.69596  -0.017
Cl1 -2.98747 0.87018 -0.39348  0.662
H1 1.85384 1.15066 1.32824  0.079
H2 1.45742 -1.22697 2.20223  0.050
H3 0.35990 1.83736 -0.37119  0.097
H4 1.39688 0.76656 -1.40298  0.151
H5 -0.92574 0.53973 -1.83476  0.101
H6 -0.22874 -1.00383 -1.25774  0.114
H7 -0.05028 -1.53254 0.69307  0.187

Entry 10:
ORCA calculation (ωB97M-V with the def2-TZVPD basis set) on a molecular structure, C5H7CuO4.

Output
- HOMO-LUMO gap (spin up / spin down) (eV) = 7.80 / 5.60
- E (eV) = -58115.079
- relative energy (zero: lowest compared OMol25 entry of this formula, charge and spin) (kJ/mol) = 312.1
- LUMO (spin up / spin down) (Ha) = -0.220 / -0.295
- charge = +1
- 2S+1 = 2

Each line ends with the Löwdin spin population.
CARTESIAN COORDINATES (ANGSTROEM)
O1 -2.91037 -1.33600 -1.93736  0.013
C1 -1.64915 -1.27490 -1.98006  0.014
O2 -1.22668 -1.09841 -0.56969  0.141
O3 -0.83217 -1.24354 -2.85035  0.005
Cu1 -3.01175 -1.23957 -0.00673  0.046
C2 0.88015 -1.52079 0.39487  0.169
C3 0.05696 -0.69850 -0.30995  0.451
H1 0.49824 -2.48587 0.73974  0.021
H2 1.94938 -1.30189 0.38996  0.006
O4 1.04545 2.63261 1.30428  0.016
C4 1.10903 1.55088 0.39711  0.026
C5 0.17755 0.45588 0.90028  0.067
H3 1.43300 3.41206 0.89757  0.001
H4 2.13679 1.15799 0.32274  0.000
H5 0.79955 1.88403 -0.60812  0.002
H6 -0.84950 0.85043 0.95835  0.006
H7 0.39353 0.25559 1.95736  0.017

Entry 11:
ORCA calculation (ωB97M-V with the def2-TZVPD basis set) on a gas-phase ion, C5H7F2N2 (charge +1).

Output
- HOMO-LUMO gap (spin up / spin down) (eV) = 7.83 / 7.18
- E (eV) = -13698.463
- relative energy (zero: lowest compared OMol25 entry of this formula, charge and spin) (kJ/mol) = 199.6
- LUMO (spin up / spin down) (Ha) = -0.179 / -0.341
- charge = +1
- 2S+1 = 3

Each line ends with the Löwdin spin population.
CARTESIAN COORDINATES (ANGSTROEM)
C1 -0.07310 1.53719 -0.62494  0.534
C2 0.93324 0.84954 -0.10289  0.521
C3 -1.54690 -0.00682 0.42183  0.067
C4 -1.45929 0.99189 -0.61811  0.083
C5 1.51879 -1.55870 0.69169  0.010
N1 -0.60819 -0.74245 0.77554  -0.001
N2 0.55912 -0.51647 0.09869  0.233
F1 -2.79745 -0.11167 0.96556  0.020
F2 0.22004 -0.99322 -1.35366  0.445
H1 0.03967 2.63168 -0.73452  0.018
H2 1.94899 1.16827 -0.04733  0.016
H3 -2.28096 1.78009 -0.58583  0.005
H4 -1.51829 0.43517 -1.51854  0.040
H5 0.94780 -1.91104 1.53049  0.002
H6 1.63863 -2.40135 0.01059  0.004
H7 2.47792 -1.15212 1.09143  0.002

Entry 12:
ORCA calculation (ωB97M-V with the def2-TZVPD basis set) on a single C5H7F3O molecule.

Output
- SMILES string = C=CO[C@](C)(F)C(F)F
- HOMO-LUMO gap (eV) = 9.96
- E (eV) = -15496.068
- relative energy (zero: lowest compared OMol25 entry of this formula, charge and spin) (kJ/mol) = 237.2
- LUMO (Ha) = 0.034

Each line ends with the Löwdin charge.
CARTESIAN COORDINATES (ANGSTROEM)
C1 -0.36330 1.94804 1.10946  0.033
C2 -0.89985 0.77519 0.77413  -0.288
O1 -0.19633 -0.06521 -0.03393  -0.066
C3 -0.30948 -1.73596 0.31726  -0.313
C4 0.43745 -2.49739 -0.77084  0.019
F1 -1.65129 -1.98022 0.24351  0.061
C5 0.13776 -1.92578 1.78666  -0.266
F2 0.48209 -3.22666 1.91179  0.084
F3 1.25819 -1.13031 2.10047  0.049
H1 -1.08197 2.54955 1.71219  0.068
H2 0.53124 2.35533 0.79687  0.034
H3 -1.93233 0.64136 1.05582  0.108
H4 1.42764 -2.86220 -0.34128  0.118
H5 0.40210 -1.90961 -1.74897  0.116
H6 -0.34004 -3.28415 -1.03821  0.111
H7 -0.60090 -1.67111 2.43880  0.133

The highest E belongs to which entry?
C5H7F2N2

Which value of E does entry 8 give?
-19867.105 eV

Look up the E of the seventh one.
-23773.859 eV

Repeat the tenth record exactly.
ORCA calculation (ωB97M-V with the def2-TZVPD basis set) on a molecular structure, C5H7CuO4.

Output
- HOMO-LUMO gap (spin up / spin down) (eV) = 7.80 / 5.60
- E (eV) = -58115.079
- relative energy (zero: lowest compared OMol25 entry of this formula, charge and spin) (kJ/mol) = 312.1
- LUMO (spin up / spin down) (Ha) = -0.220 / -0.295
- charge = +1
- 2S+1 = 2

Each line ends with the Löwdin spin population.
CARTESIAN COORDINATES (ANGSTROEM)
O1 -2.91037 -1.33600 -1.93736  0.013
C1 -1.64915 -1.27490 -1.98006  0.014
O2 -1.22668 -1.09841 -0.56969  0.141
O3 -0.83217 -1.24354 -2.85035  0.005
Cu1 -3.01175 -1.23957 -0.00673  0.046
C2 0.88015 -1.52079 0.39487  0.169
C3 0.05696 -0.69850 -0.30995  0.451
H1 0.49824 -2.48587 0.73974  0.021
H2 1.94938 -1.30189 0.38996  0.006
O4 1.04545 2.63261 1.30428  0.016
C4 1.10903 1.55088 0.39711  0.026
C5 0.17755 0.45588 0.90028  0.067
H3 1.43300 3.41206 0.89757  0.001
H4 2.13679 1.15799 0.32274  0.000
H5 0.79955 1.88403 -0.60812  0.002
H6 -0.84950 0.85043 0.95835  0.006
H7 0.39353 0.25559 1.95736  0.017